The following is a quantum chemistry calculation of a molecular structure, C44H36Cl2CsN4O2S4 at a distorted geometry, from OMol25.

The value obtained for the strongest force on any atom is 2.3 eV/Å. The HOMO-LUMO gap comes out at 3.3 eV. The energy above the lowest of the compared OMol25 structures with the same formula, charge and spin is 267.4 kJ/mol. The value obtained for the energy is -4600.7805 Eh. Its charge is -1.

Last column: Löwdin charge in e.
Cartesian coordinates (Å):
C: -1.23 -4.84 7.53  -0.1620
H: -2.11 -6.56 8.47  0.0788
C: 1.38 -1.97 -0.85  -0.0807
H: -4.63 -4.41 -0.86  0.1126
C: 1.39 0.85 6.04  -0.9846
H: 1.05 5.72 -3.40  0.1084
H: -2.78 -0.60 -3.41  0.0888
C: 1.16 -3.23 -3.33  -0.0753
C: 4.71 3.31 0.30  -0.0837
H: 4.19 -0.16 -4.60  0.1096
N: -1.14 0.36 -1.95  -0.3585
H: 1.47 -1.45 0.09  0.0418
H: 2.97 0.50 -2.52  0.0985
H: 2.94 -0.44 -6.71  0.1046
Cs: -0.24 -1.86 2.45  1.5062
C: 2.37 -3.26 -2.64  -0.0801
H: 1.08 -3.72 -4.29  0.1047
Cl: 2.13 2.45 6.30  0.4647
C: -1.97 -6.00 5.14  -0.0665
C: 4.85 3.86 1.56  -0.0853
H: 3.97 4.09 3.51  0.1057
C: -0.90 4.87 0.38  -0.0813
C: -2.27 -6.65 6.33  -0.1463
H: -1.34 6.31 -3.58  0.1052
Cl: 0.92 0.61 4.36  0.5169
C: 0.10 3.91 0.35  -0.0860
C: -0.32 2.76 -2.55  -0.3075
C: 2.46 0.40 -3.47  -0.0564
C: 2.42 -0.14 -5.81  -0.0713
H: 1.96 2.77 2.96  0.0750
C: -2.03 4.36 -3.02  -0.0645
O: 0.23 -4.11 3.44  -0.3140
C: 3.12 0.02 -4.63  -0.0628
H: -0.70 0.60 -4.68  0.1139
H: 5.74 4.43 1.80  0.1002
H: -0.87 -2.54 -3.33  0.1056
C: -4.22 -3.58 -1.43  -0.0562
C: -1.67 3.07 -2.65  -0.0515
H: -2.26 -6.44 4.19  0.1035
C: 0.38 0.45 -4.69  -0.0610
C: 1.09 0.61 -3.51  -0.2947
C: -1.44 2.28 1.25  -0.0504
S: 0.19 1.13 -2.07  0.8390
C: -4.79 -3.21 -2.64  -0.0830
H: -3.08 4.63 -3.08  0.1096
H: 3.41 -2.65 -0.86  0.1141
H: 1.09 4.17 0.00  0.1105
C: -3.13 -2.89 -0.94  -0.0391
H: -2.40 2.31 -2.40  0.1101
C: -2.43 3.25 1.27  -0.0553
H: -0.68 5.88 0.04  0.1056
C: 2.58 2.41 0.94  -0.3064
C: -1.06 5.31 -3.29  -0.0732
C: -0.97 -4.12 3.81  -0.8746
S: -0.15 -2.61 6.39  0.3764
C: -3.19 -1.44 -2.88  -0.0926
N: -1.38 -0.70 0.49  -0.5272
C: 0.07 -2.57 -2.79  -0.0694
H: 3.44 2.13 -1.00  0.0789
H: -0.95 -4.38 8.47  0.0724
C: -1.30 -4.79 5.13  -0.1866
C: -2.61 -1.83 -1.68  -0.3138
C: 0.29 4.98 -3.20  -0.0679
N: 1.09 0.17 1.51  -0.5566
H: 0.51 0.77 6.67  0.0243
C: -2.17 4.54 0.83  -0.0810
S: -1.23 -0.98 -0.91  0.7259
O: -1.92 -3.60 3.16  -0.3043
H: 5.48 3.44 -0.45  0.0998
H: -1.63 1.27 1.57  0.0836
C: -0.92 -4.17 6.34  -0.7151
C: -0.18 2.62 0.78  -0.2899
C: 2.47 -2.63 -1.40  -0.0557
H: -2.69 -3.13 0.03  0.1219
C: 2.72 2.95 2.21  -0.0716
N: 1.27 1.16 -0.98  -0.3583
H: 0.49 -0.06 -6.77  0.1067
C: 3.57 2.58 -0.02  -0.0801
C: -1.89 -6.07 7.53  -0.1457
H: -5.65 -3.76 -3.02  0.1009
H: -2.94 5.29 0.86  0.1023
C: 3.86 3.68 2.52  -0.0621
C: 1.04 0.07 -5.84  -0.0675
H: -4.75 -1.85 -4.29  0.0998
C: 0.66 3.70 -2.82  -0.0690
H: 2.12 0.09 6.31  0.0281
H: -3.42 2.99 1.64  0.1105
H: 3.22 -3.77 -3.06  0.1033
H: 1.71 3.42 -2.72  0.1184
S: 1.12 1.35 0.69  0.7331
C: 0.18 -1.95 -1.55  -0.2835
C: -4.29 -2.14 -3.36  -0.0839
H: -2.79 -7.61 6.32  0.0736